The following is a DFT calculation (the ωB97M-V functional and the def2-TZVPD basis) of C6H10N2 in the gas phase.

Calculated values
SMILES string	C1CN2[C@@H]3[C@@H]1NC[C@@H]32
Kohn-Sham gap	0.34760	Eh
HOMO energy	-8.35	eV
DFT total energy	-9358.302	eV
largest force on an atom	3.81	eV/A

Last column: Löwdin charge in e.
CARTESIAN COORDINATES (ANGSTROEM)
1 N 1.35 1.19 0.11  0.014
2 N -0.75 -1.33 0.10  0.049
3 C -1.48 1.15 0.06  -0.082
4 C 0.81 -1.16 0.02  -0.199
5 C 1.74 -0.13 -0.58  -0.141
6 C -1.74 -0.31 -0.50  -0.146
7 C 0.02 -0.43 0.94  -0.264
8 C -0.02 0.84 0.07  -0.400
9 H 1.19 -2.13 0.06  0.112
10 H -1.55 1.94 -0.71  0.125
11 H 1.58 -0.01 -1.72  0.137
12 H -2.67 -0.67 -0.19  0.083
13 H -1.94 1.36 1.01  0.104
14 H 0.12 -0.49 2.05  0.166
15 H 0.02 0.51 -1.01  0.117
16 H 1.87 1.31 0.94  0.079
17 H 2.83 -0.28 -0.37  0.127
18 H -1.71 -0.34 -1.60  0.120

---

The following is a DFT calculation (the ωB97M-V functional and the def2-TZVPD basis) of a molecular structure, C9H17BIMgO3.

Calculated values
net charge	+1
Kohn-Sham gap	0.15508	Eh
HOMO energy	-11.81	eV
DFT total energy	-29965.355	eV
largest force on an atom	2.78	eV/A

Last column: Löwdin charge in e.
CARTESIAN COORDINATES (ANGSTROEM)
1 I -0.91 -4.06 -0.27  0.828
2 Mg 1.03 2.80 -0.19  1.354
3 O -0.25 1.67 -0.79  -0.243
4 O -2.72 -2.07 0.88  0.042
5 O -1.55 0.60 -2.37  -0.029
6 C 2.21 -0.16 1.20  -0.215
7 C -0.23 1.59 1.91  -0.036
8 C -0.36 0.24 1.20  -0.267
9 C -0.57 0.39 -0.31  -0.282
10 C -1.87 0.07 -1.04  -0.208
11 C 2.83 -0.57 -0.14  -0.076
12 C 0.81 -0.73 1.48  -0.145
13 C -2.16 -1.39 -1.34  -0.127
14 C -2.14 -2.27 -0.12  -0.814
15 B -0.45 1.54 -2.34  -0.515
16 H 0.75 -0.97 2.54  0.127
17 H -0.32 1.48 2.98  0.119
18 H 2.87 -0.53 1.98  0.117
19 H -2.72 0.69 -0.78  0.172
20 H 2.10 -0.72 -0.94  0.068
21 H -3.15 -1.47 -1.79  0.150
22 H 0.11 -0.33 -0.76  0.137
23 H -1.07 2.22 1.61  0.107
24 H -1.45 -1.77 -2.06  0.102
25 H 2.24 0.93 1.29  0.066
26 H -0.69 2.68 -2.75  0.087
27 H 3.43 -1.46 -0.07  0.085
28 H 0.71 2.15 1.68  0.027
29 H 3.50 0.22 -0.49  0.071
30 H 0.63 1.14 -2.76  0.086
31 H 0.62 -1.66 0.94  0.071
32 H -1.25 -0.23 1.61  0.141

---

The following is a DFT calculation (the ωB97M-V functional and the def2-TZVPD basis) of 3 unconnected molecules or ions with the total composition C14H27F4O6S.

Calculated values
net charge	+1
Kohn-Sham gap	0.24118	Eh
HOMO energy	-12.21	eV
DFT total energy	-48937.814	eV
largest force on an atom	0.36	eV/A

Last column: Löwdin charge in e.
CARTESIAN COORDINATES (ANGSTROEM)
1 S -4.05 2.39 -0.26  1.350
2 F -5.84 2.36 -2.21  0.177
3 F -4.61 4.14 -2.06  0.175
4 F -2.71 1.66 -0.60  -0.233
5 F -3.77 2.33 -2.89  0.188
6 O 3.42 -0.03 -0.95  -0.008
7 O 4.30 -0.93 3.94  0.123
8 O 4.87 -1.90 1.98  -0.003
9 O 6.44 -1.43 3.38  0.038
10 O 1.41 0.69 -1.24  0.032
11 O 3.14 2.03 -1.84  0.136
12 C 0.51 1.70 -1.70  -0.226
13 C 0.33 1.67 -3.21  -0.057
14 C -4.51 -0.74 -1.55  -0.201
15 C -5.12 1.07 0.29  -0.305
16 C -7.07 -0.80 -2.10  -0.089
17 C 5.13 -1.36 3.18  -0.613
18 C 3.48 -1.94 1.65  -0.045
19 C 2.71 0.99 -1.40  -0.608
20 C -5.68 -1.45 -2.23  -0.232
21 C 6.89 -0.95 4.66  -0.206
22 C 6.69 -1.99 5.74  -0.062
23 C -4.73 -0.38 -0.08  -0.197
24 C 4.85 0.14 -1.06  -0.011
25 C -4.62 2.82 -2.03  -0.745
26 H -6.13 1.36 -0.03  0.104
27 H -0.43 1.47 -1.21  0.090
28 H 2.95 -2.64 2.29  0.100
29 H -4.20 0.12 -2.15  0.081
30 H 6.39 -0.02 4.90  0.122
31 H -7.27 -0.13 -2.94  0.074
32 H 3.03 -0.95 1.73  0.093
33 H 3.42 -2.28 0.62  0.089
34 H 5.16 1.07 -0.59  0.102
35 H -5.08 1.21 1.38  0.107
36 H 7.12 -1.64 6.68  0.082
37 H 0.84 2.68 -1.36  0.127
38 H -3.88 -0.65 0.54  0.120
39 H -5.72 -2.48 -1.86  0.112
40 H 5.29 -0.71 -0.53  0.089
41 H -0.43 2.38 -3.51  0.074
42 H -5.57 -0.99 0.29  0.132
43 H 5.15 0.13 -2.10  0.102
44 H 7.17 -2.93 5.47  0.083
45 H 7.95 -0.75 4.51  0.123
46 H 5.63 -2.18 5.91  0.076
47 H 1.26 1.92 -3.71  0.082
48 H 0.03 0.67 -3.53  0.083
49 H -7.84 -1.57 -2.10  0.082
50 H -7.20 -0.24 -1.18  0.052
51 H -3.65 -1.42 -1.59  0.123
52 H -5.44 -1.53 -3.30  0.114

---

The following is a DFT calculation (the ωB97M-V functional and the def2-TZVPD basis) of a molecular structure, C50H42GeMnN2O2SSb.

Calculated values
<S²>	2.1040
net charge	+2
Kohn-Sham gap (alpha / beta)	0.19751 / 0.19883	Eh
HOMO energy (alpha / beta)	-12.72 / -12.72	eV
DFT total energy	-164792.300	eV
largest force on an atom	7.82	eV/A
multiplicity	3

Last column: Löwdin charge in e.
CARTESIAN COORDINATES (ANGSTROEM)
1 Sb -2.59 -1.14 1.78  1.342
2 Ge 2.50 0.08 0.61  1.189
3 Mn 0.00 0.00 0.00  0.324
4 S -0.39 -1.48 1.80  0.384
5 O -0.65 -1.60 -3.25  0.086
6 O 1.63 -2.20 0.57  -0.157
7 N 1.45 -3.45 -1.29  0.197
8 N 0.34 -1.56 -1.21  0.028
9 C 3.06 -4.22 -3.60  -0.034
10 C -0.12 -4.69 -2.71  -0.115
11 C 2.61 -2.79 -5.94  -0.059
12 C -3.25 -1.49 3.78  -0.351
13 C 6.18 -2.09 0.49  -0.168
14 C 6.36 -2.25 -0.89  0.015
15 C -4.17 -2.09 -0.70  -0.113
16 C -3.58 1.76 2.10  -0.092
17 C 1.88 -3.47 -3.71  -0.122
18 C 5.03 -1.41 0.98  -0.174
19 C 1.41 0.62 -0.91  -0.287
20 C -4.19 -2.49 4.05  -0.110
21 C 5.43 -1.74 -1.79  -0.050
22 C -3.81 3.09 1.73  -0.035
23 C -3.42 3.55 0.47  -0.039
24 C -4.62 -2.72 5.36  -0.052
25 C 4.01 -4.25 -4.63  -0.071
26 C -4.11 -1.94 6.40  -0.047
27 C 0.08 -2.11 -2.40  -0.349
28 C 0.23 -5.95 -2.19  -0.024
29 C 6.94 -2.46 2.77  -0.048
30 C -3.16 -0.94 6.14  -0.058
31 C -3.80 -4.84 -0.29  -0.054
32 C 1.67 -2.77 -4.91  -0.017
33 C -4.54 -4.38 -1.39  -0.059
34 C 2.64 1.84 2.89  -0.112
35 C -2.73 -0.72 4.83  -0.132
36 C 4.09 -0.89 0.05  -0.213
37 C 3.04 2.99 3.59  -0.052
38 C 4.30 -1.07 -1.32  -0.088
39 C 5.82 -1.79 3.26  -0.046
40 C -2.18 -5.71 -3.54  -0.077
41 C -2.79 2.68 -0.42  -0.055
42 C 1.16 -2.36 -0.55  -0.636
43 C -1.81 -6.94 -3.00  -0.076
44 C -3.44 -2.55 0.40  -0.347
45 C -2.55 1.35 -0.05  -0.176
46 C -0.60 -7.06 -2.32  -0.063
47 C 7.12 -2.61 1.39  -0.001
48 C 3.82 2.62 0.93  -0.084
49 C 4.21 3.77 1.62  -0.047
50 C 3.82 3.96 2.95  -0.043
51 C -2.95 0.89 1.21  -0.341
52 C -3.25 -3.92 0.60  -0.119
53 C 4.87 -1.26 2.37  -0.026
54 C 3.03 1.66 1.56  -0.314
55 C 3.78 -3.53 -5.80  -0.073
56 C -4.73 -3.01 -1.59  -0.051
57 C -1.34 -4.60 -3.41  -0.016
58 C 0.82 -3.48 -2.58  -0.227
59 H -2.07 0.68 -0.75  0.072
60 H 1.17 -6.07 -1.65  0.105
61 H -5.30 -2.66 -2.44  0.115
62 H -2.48 3.03 -1.40  0.116
63 H 4.92 -4.83 -4.52  0.111
64 H 2.07 -4.15 -0.91  0.157
65 H 2.43 -2.23 -6.85  0.112
66 H 2.73 3.13 4.61  0.114
67 H -4.97 -5.10 -2.09  0.112
68 H 0.29 1.09 -1.31  0.190
69 H -4.32 -1.03 -0.86  0.093
70 H 4.82 4.52 1.13  0.117
71 H -4.59 -3.09 3.24  0.095
72 H -1.66 -3.66 -3.85  0.111
73 H 0.76 -2.19 -5.06  0.109
74 H -4.44 -2.12 7.42  0.115
75 H -0.30 -8.01 -1.90  0.112
76 H 1.09 -0.28 -1.48  0.040
77 H 7.23 -2.78 -1.27  0.127
78 H 8.00 -3.14 1.03  0.123
79 H 5.69 -1.67 4.32  0.113
80 H -3.12 -5.61 -4.07  0.109
81 H 4.02 -0.75 2.80  0.087
82 H -2.77 -0.35 6.95  0.112
83 H 2.03 1.10 3.39  0.099
84 H -2.47 -7.80 -3.10  0.112
85 H -3.60 4.58 0.19  0.119
86 H 2.00 1.28 -1.58  0.152
87 H -4.30 3.77 2.43  0.120
88 H 0.52 1.16 -0.55  -0.032
89 H 4.52 -3.54 -6.60  0.112
90 H -3.89 1.42 3.08  0.099
91 H -5.35 -3.49 5.56  0.115
92 H 3.27 -4.80 -2.70  0.105
93 H 3.60 -0.68 -2.04  0.097
94 H -2.68 -4.27 1.45  0.105
95 H 7.67 -2.86 3.46  0.114
96 H 5.58 -1.87 -2.85  0.111
97 H 4.13 4.84 3.49  0.117
98 H 4.13 2.49 -0.10  0.107
99 H -2.00 0.05 4.62  0.097
100 H -3.66 -5.90 -0.14  0.115

---

The following is a DFT calculation (the ωB97M-V functional and the def2-TZVPD basis) of a molecular structure, C30H53BrN4P2Ti.

Calculated values
<S²>	2.0953
net charge	+2
Kohn-Sham gap (alpha / beta)	0.24372 / 0.19201	Eh
HOMO energy (alpha / beta)	-13.02 / -12.89	eV
DFT total energy	-149646.363	eV
largest force on an atom	5.08	eV/A
multiplicity	3

Last column: Löwdin charge in e.
CARTESIAN COORDINATES (ANGSTROEM)
1 Br 3.20 2.24 -3.21  0.898
2 Ti -0.46 0.01 -0.12  0.611
3 P 2.51 -0.52 -0.23  0.962
4 P -1.51 -2.27 -0.35  0.928
5 N 0.76 2.52 3.19  -0.123
6 N 0.40 1.43 1.16  0.018
7 N -0.72 0.65 3.01  -0.097
8 N -5.57 3.02 -2.24  0.058
9 C -0.52 -2.96 -1.72  -0.377
10 C 3.70 -1.55 -1.26  -0.397
11 C 1.26 2.39 4.56  -0.032
12 C -3.24 -2.45 -0.92  -0.360
13 C -5.15 3.38 -1.01  -0.111
14 C -0.91 0.32 4.41  -0.016
15 C -3.46 1.64 -1.00  -0.227
16 C 1.04 3.86 -2.69  -0.088
17 C 0.75 2.37 -4.59  -0.068
18 C 4.97 -2.06 -0.59  -0.135
19 C 2.26 -1.76 1.18  -0.411
20 C -4.31 -1.99 0.07  -0.117
21 C 1.65 3.11 -3.75  -0.627
22 C -1.45 -3.48 1.01  -0.385
23 C -1.15 1.00 -1.72  -0.269
24 C 3.94 0.52 0.45  -0.387
25 C -0.04 3.22 -2.05  -0.009
26 C 3.36 -2.20 2.15  -0.125
27 C -0.76 -2.33 -3.10  -0.124
28 C -4.16 2.66 -0.33  -0.021
29 C 0.17 1.51 2.48  -0.378
30 C -0.62 2.07 -2.61  -0.160
31 C -1.75 -4.93 0.65  -0.116
32 C -4.98 2.00 -2.85  -0.122
33 C 1.36 3.62 2.41  -0.029
34 C -0.39 1.83 -3.99  0.005
35 C -1.36 -0.26 2.03  -0.104
36 C -3.97 1.23 -2.24  -0.033
37 C -2.07 1.24 -0.62  -0.266
38 C 5.22 0.95 -0.27  -0.141
39 H -0.56 -1.00 1.65  0.036
40 H -0.98 -5.36 -0.01  0.075
41 H -3.35 -1.93 -1.88  0.071
42 H 5.14 0.90 -1.35  0.035
43 H -1.84 0.39 1.23  0.062
44 H 5.46 -1.31 0.03  0.041
45 H -0.75 -4.03 -1.74  0.085
46 H 0.47 2.58 5.29  0.092
47 H 4.81 -2.94 0.04  0.066
48 H -1.72 1.91 0.19  0.092
49 H -5.34 1.72 -3.86  0.120
50 H -0.33 3.56 -1.05  0.125
51 H -0.30 -2.95 -3.88  0.095
52 H 1.46 4.81 -2.29  0.137
53 H -1.05 1.17 -4.54  0.131
54 H 5.45 1.98 -0.01  0.081
55 H 3.95 -0.93 -2.13  0.059
56 H -0.31 -1.34 -3.18  0.052
57 H 3.70 -1.39 2.80  0.074
58 H -1.23 0.05 -2.24  0.064
59 H 3.41 1.44 0.75  0.035
60 H 2.93 -2.98 2.81  0.086
61 H 0.54 -2.87 -1.44  0.063
62 H -1.21 1.20 4.98  0.097
63 H -1.72 -0.42 4.47  0.103
64 H 6.09 0.36 0.05  0.080
65 H -0.47 -3.40 1.49  0.076
66 H -3.59 0.35 -2.77  0.101
67 H -3.97 2.93 0.71  0.114
68 H 0.58 4.17 1.84  0.109
69 H 5.71 -2.35 -1.35  0.094
70 H -5.68 4.24 -0.60  0.115
71 H 3.11 -2.41 -1.63  0.070
72 H 1.84 4.30 3.14  0.106
73 H -2.21 -0.81 2.49  0.130
74 H 1.84 -2.65 0.68  0.066
75 H -2.73 -5.08 0.19  0.077
76 H -0.01 -0.13 4.85  0.100
77 H 4.19 0.03 1.40  0.065
78 H -1.83 -2.24 -3.34  0.072
79 H -5.30 -2.32 -0.29  0.095
80 H -4.35 -0.89 0.09  0.060
81 H -3.37 -3.52 -1.11  0.085
82 H 2.14 3.24 1.72  0.085
83 H 1.08 2.14 0.85  0.050
84 H 1.72 1.42 4.74  0.097
85 H 1.00 2.18 -5.63  0.133
86 H 1.44 -1.35 1.79  0.034
87 H -1.74 -5.53 1.57  0.091
88 H -4.18 -2.36 1.10  0.072
89 H 4.22 -2.67 1.66  0.049
90 H -2.18 -3.14 1.76  0.076
91 H 2.03 3.17 4.68  0.098

---

The following is a DFT calculation (the ωB97M-V functional and the def2-TZVPD basis) of a molecular structure, C2H6NO3PS2.

Calculated values
net charge	-2
Kohn-Sham gap	0.19588	Eh
HOMO energy	0.15	eV
DFT total energy	-40763.130	eV
largest force on an atom	4.00	eV/A

Last column: Löwdin charge in e.
CARTESIAN COORDINATES (ANGSTROEM)
1 S 0.26 2.68 -1.76  0.447
2 S 1.84 0.52 -0.48  0.566
3 P 0.81 -1.87 2.62  0.117
4 O 0.63 -0.73 3.58  -0.396
5 O 2.17 -2.50 2.60  -0.389
6 O -0.36 -2.57 2.06  -0.377
7 N 1.09 2.00 -0.48  -1.011
8 C -1.33 1.73 -1.68  -0.470
9 C 0.70 -0.46 0.57  -0.446
10 H -1.68 1.95 -0.71  -0.023
11 H -2.09 1.92 -2.45  0.006
12 H 1.21 -0.75 1.42  -0.096
13 H -0.95 0.69 -1.66  0.000
14 H 0.43 -1.36 0.14  -0.012
15 H -0.28 0.08 0.77  0.085

---

The following is a DFT calculation (the ωB97M-V functional and the def2-TZVPD basis) of 2 unconnected molecules or ions with the total composition C2H6O2.

Calculated values
SMILES string	CC=O.O
Kohn-Sham gap	0.41178	Eh
HOMO energy	-10.23	eV
DFT total energy	-6265.440	eV
largest force on an atom	1.60	eV/A

Last column: Löwdin charge in e.
CARTESIAN COORDINATES (ANGSTROEM)
1 O 0.62 -1.41 1.23  -0.062
2 O -0.93 1.01 0.40  0.012
3 C 0.20 -0.14 -1.38  -0.049
4 C 0.01 0.98 -0.38  -0.297
5 H 0.49 0.34 -2.32  0.080
6 H 0.85 -0.92 -1.02  0.071
7 H -0.80 -0.55 -1.54  0.090
8 H -0.05 -0.76 0.97  -0.010
9 H -0.05 -1.97 1.63  0.044
10 H 0.55 1.94 -0.37  0.122

---

The following is a DFT calculation (the ωB97M-V functional and the def2-TZVPD basis) of a gas-phase ion, C5H10NO (charge +1).

Calculated values
net charge	+1
SMILES string	C=[NH+]CCCC=O
Kohn-Sham gap	0.34025	Eh
HOMO energy	-14.44	eV
DFT total energy	-8876.045	eV
largest force on an atom	3.49	eV/A

Last column: Löwdin charge in e.
CARTESIAN COORDINATES (ANGSTROEM)
1 O -0.54 1.23 1.25  0.022
2 N -0.70 0.19 -1.22  0.030
3 C 0.89 -0.66 1.56  -0.109
4 C 0.54 0.81 1.66  -0.181
5 C 0.21 -0.90 -1.13  -0.137
6 C -1.64 0.54 -2.01  0.196
7 C 1.22 -0.95 0.06  -0.152
8 H -0.32 -1.87 -1.14  0.151
9 H -0.67 0.77 -0.29  0.131
10 H 2.18 -0.44 -0.14  0.126
11 H 0.96 -0.96 -1.95  0.147
12 H -2.45 1.04 -1.48  0.126
13 H -1.61 0.46 -3.10  0.135
14 H 1.54 -1.99 0.05  0.113
15 H 1.20 1.54 2.15  0.143
16 H -0.04 -1.17 1.82  0.134
17 H 1.75 -0.89 2.20  0.127

---

The following is a DFT calculation (the ωB97M-V functional and the def2-TZVPD basis) of a molecular structure, C5H11INO.

Calculated values
net charge	+1
Kohn-Sham gap	0.34995	Eh
HOMO energy	-13.21	eV
DFT total energy	-16993.034	eV
largest force on an atom	3.70	eV/A

Last column: Löwdin charge in e.
CARTESIAN COORDINATES (ANGSTROEM)
1 I -1.91 0.91 -2.01  0.946
2 O -1.12 1.01 1.85  0.156
3 N -0.66 -1.83 -1.27  0.118
4 C 0.22 2.71 1.04  -0.033
5 C 1.19 -1.56 0.32  -0.024
6 C -0.22 0.47 -0.65  -0.494
7 C -0.15 -0.99 -0.17  -0.489
8 C -0.50 1.47 0.99  -0.415
9 H 0.67 0.72 -1.27  0.073
10 H 0.90 -2.43 0.93  0.103
11 H -1.44 -1.18 -1.54  -0.051
12 H -0.87 -2.72 -0.87  0.155
13 H 1.77 -0.88 1.00  0.114
14 H -0.44 3.52 0.72  0.097
15 H 1.25 2.67 0.56  0.118
16 H -0.89 -1.22 0.70  0.178
17 H 0.09 -1.92 -2.05  0.220
18 H 1.84 -1.81 -0.49  0.074
19 H 0.27 3.04 2.19  0.155

---

The following is a DFT calculation (the ωB97M-V functional and the def2-TZVPD basis) of a molecular structure, C14H28N3NbO4PS.

Calculated values
net charge	-1
Kohn-Sham gap	0.23101	Eh
HOMO energy	-4.58	eV
DFT total energy	-49304.558	eV
largest force on an atom	2.05	eV/A

Last column: Löwdin charge in e.
CARTESIAN COORDINATES (ANGSTROEM)
1 Nb -1.14 1.54 -0.23  1.591
2 S 0.79 4.89 -2.06  0.579
3 P -3.21 2.48 1.08  0.499
4 O -3.09 -4.40 1.05  0.112
5 O -3.49 -2.36 0.27  -0.035
6 O 0.20 2.39 3.34  -0.015
7 O 2.97 -3.57 1.15  0.049
8 N 3.35 -1.92 -0.34  0.056
9 N -2.77 3.70 2.01  -0.388
10 N 0.04 3.30 0.08  -0.086
11 C 1.68 1.04 -1.57  -0.302
12 C -2.63 -1.20 0.60  -0.267
13 C -1.83 -3.72 -0.83  0.014
14 C 0.51 1.52 2.56  -0.451
15 C -2.13 2.48 -2.01  -0.322
16 C 3.43 -0.45 -0.45  -0.191
17 C 4.59 -1.96 1.78  -0.003
18 C -2.52 -0.23 -0.54  -0.351
19 C 0.31 0.37 -1.47  -0.318
20 C -2.85 -3.54 0.26  -0.576
21 C 3.55 -2.55 0.87  -0.559
22 C 0.19 4.05 -0.84  -0.968
23 C -0.40 0.67 1.79  -0.288
24 C 2.82 0.03 -1.78  -0.188
25 H -4.21 2.89 0.16  -0.075
26 H 4.46 -0.15 -0.37  0.112
27 H -1.94 -4.72 -1.23  0.084
28 H 4.56 -0.88 1.82  0.066
29 H -0.83 -3.64 -0.39  0.088
30 H 1.68 1.73 -2.41  0.087
31 H 5.57 -2.26 1.42  0.089
32 H -0.08 0.18 -2.48  0.049
33 H -2.24 -0.74 -1.46  0.032
34 H 4.42 -2.37 2.77  0.082
35 H 0.41 -0.62 -1.01  0.036
36 H 3.59 0.48 -2.40  0.103
37 H 2.43 -0.84 -2.30  0.102
38 H 1.59 1.30 2.41  0.094
39 H -2.88 3.47 2.99  -0.066
40 H 2.47 -2.26 -0.70  0.120
41 H -1.24 0.44 2.44  0.047
42 H -2.76 1.70 -2.46  -0.015
43 H 0.13 -0.25 1.51  0.034
44 H -3.51 0.19 -0.70  0.033
45 H -3.12 -0.74 1.45  0.086
46 H -3.87 1.43 1.77  -0.074
47 H 2.87 0.01 0.37  0.103
48 H -1.39 2.76 -2.76  -0.026
49 H 1.90 1.62 -0.68  0.076
50 H -1.67 -1.59 0.92  0.096
51 H -1.92 -2.98 -1.61  0.071
52 H -2.78 3.32 -1.79  -0.027